A molecular structure, C17H22BrNO3PdSSi. Source: the OMol25 dataset; level of theory: ωB97M-V/def2-TZVPD.

XYZ file:
```
47
Properties=species:S:1:pos:R:3:forces:R:3:lowdin_charge:R:1
Pd -0.400435 -0.699073 0.342052 -0.0130 -0.0574 -0.0058 0.823
C 0.883592 0.657882 -5.041316 -0.0026 0.0037 -0.0187 -0.175
Si -0.745720 -0.251012 -5.041761 0.0038 0.0085 0.0195 0.506
C -1.850071 0.393943 -6.408640 -0.0057 0.0215 0.0174 -0.187
C -0.505982 -2.091702 -5.238302 0.0047 -0.0135 0.0282 -0.176
C -1.621394 0.100827 -3.400219 0.0027 -0.0369 -0.0553 -0.226
C -2.841288 0.763551 -3.330176 -0.0129 0.0444 0.0035 -0.065
C -3.466690 1.049623 -2.116200 0.0115 -0.0217 0.0056 -0.056
C -2.849268 0.649855 -0.951674 -0.0203 -0.0365 -0.0110 -0.101
N -1.689087 -0.002133 -1.003854 0.0140 0.0375 0.0257 -0.146
C -1.077411 -0.272267 -2.167192 -0.0541 0.0022 0.0292 -0.719
S 0.401753 -1.106560 -1.765041 0.0515 -0.0061 -0.0135 0.649
H 1.432908 0.468363 -5.966218 0.0010 0.0022 -0.0002 0.034
H 1.509971 0.347391 -4.203985 0.0035 -0.0046 0.0057 0.014
H 0.721884 1.734592 -4.958118 0.0120 0.0023 -0.0016 0.037
H -1.392049 0.193232 -7.379448 0.0022 -0.0140 -0.0002 0.034
H -2.000707 1.473468 -6.337752 -0.0013 -0.0050 0.0074 0.035
H -2.829457 -0.089671 -6.399772 0.0063 -0.0024 -0.0166 0.035
H 0.010515 -2.307867 -6.176290 0.0041 -0.0014 0.0002 0.034
H -1.466631 -2.610359 -5.256362 -0.0023 -0.0018 0.0020 0.036
H 0.085777 -2.508788 -4.421284 -0.0092 0.0143 -0.0177 0.011
H -3.324576 1.078619 -4.247768 -0.0058 0.0017 0.0030 0.098
H -4.412015 1.570511 -2.077368 0.0001 0.0011 -0.0041 0.105
H -3.264361 0.829796 0.030861 0.0080 0.0087 0.0010 0.122
C 2.704944 1.672318 3.411910 0.0290 0.0080 -0.0138 -0.073
C 1.727438 1.964415 2.289017 -0.0497 0.0230 0.0614 -0.319
O 2.118996 1.384098 1.056209 0.0656 -0.0268 -0.0361 -0.095
H 2.385973 2.154866 4.338096 -0.0068 0.0005 0.0038 0.080
H 3.701348 2.032476 3.154583 -0.0003 0.0097 -0.0012 0.078
H 2.766165 0.598605 3.602926 0.0302 0.0509 -0.0230 0.056
H 1.673754 3.037359 2.101010 -0.0097 0.0086 0.0175 0.114
H 0.716699 1.635860 2.568796 0.0485 0.0269 -0.0123 0.095
H 2.222852 0.434382 1.191609 -0.0624 -0.0251 -0.0118 0.051
Br 3.649060 -2.455993 6.360881 0.0036 -0.0012 -0.0001 0.746
C 2.026183 -1.626258 5.850823 -0.0138 0.0002 -0.0109 -0.678
C 1.227474 -1.039631 6.820705 0.0033 0.0019 0.0021 -0.117
C 0.038739 -0.429514 6.445633 -0.0014 0.0029 0.0038 -0.060
C -0.344197 -0.403122 5.114295 0.0064 0.0000 -0.0140 -0.008
C 0.471380 -0.990308 4.155760 -0.0530 -0.0632 0.0047 -0.149
C 1.662265 -1.609792 4.517700 -0.0229 -0.0510 0.0191 -0.079
C 0.089376 -0.929137 2.722593 0.0598 0.0361 0.0629 -0.610
O -1.011959 -0.426680 2.363029 -0.0365 0.0181 -0.0097 -0.084
O 0.896464 -1.349813 1.830824 0.0108 0.0265 -0.0513 -0.120
H 1.534315 -1.061106 7.857211 -0.0024 -0.0005 0.0005 0.102
H -0.587026 0.027389 7.200590 0.0016 0.0019 0.0000 0.108
H -1.264347 0.071038 4.802119 -0.0011 0.0019 0.0035 0.121
H 2.284848 -2.063674 3.759509 0.0032 0.0041 0.0011 0.119
```
Forces are in eV/Å.

The orbital gap comes out at 8.1087 eV. The total energy comes out at -117856.14864 eV. The calculation puts the HOMO energy at -8.2751 eV. Its relative energy (zero: lowest compared OMol25 entry of this formula, charge and spin) is 0.0 kcal per mole. The calculation puts the LUMO energy at -0.0061 hartree.